(1)
Formula: C12H14IN2
Source: the Open Molecules 2025 dataset
Level of theory: ωB97M-V/def2-TZVPD

Last column: Löwdin charge in e.
CARTESIAN COORDINATES (ANGSTROEM)
C: 1.04856 -3.60749 0.54064  -0.103
C: 0.34405 -2.44761 1.23762  -0.187
C: 0.02547 -1.24970 0.40260  -0.199
C: 0.13600 0.06765 0.96256  -0.030
C: -0.66623 1.15757 0.54839  -0.304
C: -0.45219 2.35158 1.17666  -0.041
C: -1.08466 3.51087 0.67664  -0.037
C: -2.13472 3.38475 -0.26718  -0.070
C: -2.41628 2.16221 -0.77466  -0.074
C: -1.78028 1.00119 -0.31670  0.008
N: -0.25511 -1.43612 -0.92838  0.165
C: 0.36655 -1.12534 -1.92221  -0.152
N: 1.60260 -0.56937 -1.75471  0.019
C: 1.73309 0.44773 -0.82606  -0.582
I: 3.53333 0.71198 0.15464  0.984
H: 0.47731 -4.04365 -0.29427  0.072
H: 0.95707 -4.60218 1.20644  0.135
H: 2.04881 -3.31962 0.26610  0.062
H: 1.03527 -2.06494 2.05867  0.139
H: -0.50642 -2.83796 1.89536  0.156
H: 0.45546 0.18491 2.01326  0.146
H: 0.31827 2.67475 1.85381  0.118
H: -0.78392 4.47362 1.10758  0.115
H: -2.51449 4.33062 -0.73380  0.132
H: -3.10736 2.04558 -1.57624  0.106
H: -1.96598 0.03334 -0.70668  0.094
H: 0.04937 -1.44529 -2.88982  0.151
H: 2.35595 -1.10500 -2.00726  0.106
H: 1.18045 1.31593 -1.10300  0.072

Forces on the atoms, in the same order (eV/Å):
C -1.719 -2.753 1.139
C 0.450 -0.511 2.143
C 0.626 1.616 -0.329
C 0.277 -2.696 -0.471
C -2.180 -0.229 -0.137
C -0.140 3.703 -1.251
C -1.150 -0.749 0.371
C 1.918 2.845 0.264
C -0.300 -2.180 -0.121
C 1.562 1.907 0.218
N -3.026 -1.367 4.802
C 0.943 -0.284 -2.332
N -0.182 3.833 1.597
C 0.739 -2.014 -0.567
I -0.140 0.018 -0.242
H 0.255 0.857 -0.277
H 0.998 2.493 -0.926
H 0.434 -0.426 -0.101
H -0.679 -0.294 -0.994
H 0.545 0.778 -1.322
H 0.329 -0.552 -0.684
H 0.524 -1.133 0.488
H -0.333 -0.348 -0.368
H -0.010 -1.158 0.612
H -0.707 0.048 -0.320
H -0.552 -0.469 -0.379
H -0.133 0.045 -0.749
H 2.402 -1.534 -0.656
H -0.749 0.557 0.595

## Properties
- Lowest unoccupied orbital energy: -4.737 eV
- Frontier orbital gap: 7.1290 eV
- SMILES: CCC(=C/c1ccccc1)/N=C\[NH+]=C\I
- Energy relative to the best compared isomer or geometry (same formula, charge and spin): 3.141 eV
- E_tot: -23741.752 eV
- Total charge: +1
- Largest force on an atom: 0.1135 Eh/bohr

=====

(2)
Formula: C12H14MnN2PS
Source: the Open Molecules 2025 dataset
Level of theory: ωB97M-V/def2-TZVPD

Last column: Löwdin spin population.
CARTESIAN COORDINATES (ANGSTROEM)
C: 0.61144 0.38688 -3.34719  0.003
C: -0.52493 -0.44068 -3.57319  0.023
C: -0.29337 -1.70715 -2.97960  0.030
C: 1.01349 -1.71471 -2.43438  0.017
C: 1.64648 -0.44543 -2.65863  0.006
Mn: 0.79487 0.58425 -0.94628  4.187
P: -0.36792 2.68162 -1.35847  -0.019
H: 0.88824 1.30750 -3.86446  -0.003
H: -1.44260 -0.12321 -4.04744  0.001
H: -1.03436 -2.47387 -2.75816  0.002
H: 2.72168 -0.21554 -2.61531  0.011
H: 1.54882 -2.57297 -2.06815  0.000
H: -1.48425 3.05159 -0.51325  -0.014
H: -0.82389 2.97635 -2.69821  0.005
H: 0.74579 3.57253 -1.05658  0.017
N: -0.34797 -3.07812 0.13057  0.023
C: -0.40645 -2.01980 0.94998  0.039
N: -0.03218 -0.75686 0.67874  0.013
C: -0.00817 0.02234 1.85268  0.060
C: 0.29202 1.38643 1.92858  0.148
C: 0.09568 2.04239 3.14590  0.082
C: -0.35407 1.32691 4.26448  0.041
C: -0.60854 -0.05208 4.19053  0.124
C: -0.40658 -0.69950 2.98703  0.040
S: -0.81137 -2.36988 2.61185  0.075
H: -0.66746 -3.94559 0.54614  0.006
H: -0.17585 -2.96469 -0.85771  0.001
H: 0.67464 1.91632 1.03866  0.053
H: 0.30151 3.11173 3.21639  0.010
H: -0.53443 1.83416 5.20893  0.003
H: -1.01027 -0.62095 5.02653  0.017

Forces on the atoms, in the same order (eV/Å):
C 1.530 -1.454 -0.215
C 0.505 0.311 0.687
C 0.572 0.465 0.542
C 0.179 0.434 -0.575
C -1.454 0.521 -0.845
Mn -0.040 -0.616 -0.587
P 0.432 -0.950 0.591
H -0.403 -0.199 0.210
H -0.043 0.001 0.003
H 0.040 0.076 -0.499
H -0.559 -0.149 -0.009
H -0.006 -0.215 0.301
H 0.430 0.698 -0.616
H 0.219 0.365 0.860
H -1.332 0.064 -0.307
N -0.332 -0.577 -0.183
C 1.184 2.355 -0.090
N -0.439 -1.321 0.442
C -0.911 -1.756 0.171
C 0.335 0.184 -0.750
C -0.156 -0.256 1.021
C 0.104 0.407 -0.431
C -0.165 -0.035 1.001
C 0.090 0.688 -0.571
S 0.138 0.801 -0.010
H 0.150 0.204 -0.659
H -0.028 0.072 0.124
H -0.152 -0.198 0.412
H -0.095 -0.257 0.052
H 0.029 0.054 -0.137
H 0.176 0.282 0.066

## Properties
- Lowest unoccupied orbital energy (alpha / beta): 2.775 / 2.682 eV
- Frontier orbital gap (alpha / beta): 2.5202 / 4.2338 eV
- E_tot: -67091.996 eV
- Total charge: -1
- Largest force on an atom: 0.0513 Eh/bohr
- 2S+1: 6

=====

(3)
Formula: C12H14N2
Source: the Open Molecules 2025 dataset
Level of theory: ωB97M-V/def2-TZVPD

Last column: Löwdin charge in e.
CARTESIAN COORDINATES (ANGSTROEM)
C: 2.66840 -0.52002 -0.54033  -0.111
C: 2.21508 -0.88827 0.76229  -0.160
C: 1.28568 -0.19434 1.49001  -0.414
C: 0.84820 -0.65362 2.82491  -0.068
N: 0.78596 1.04462 1.13545  0.063
C: -0.25430 1.05318 0.18245  -0.180
C: -0.65442 2.32514 -0.26470  -0.068
C: -1.51114 2.49832 -1.34255  -0.131
C: -2.15828 1.42050 -1.94484  -0.054
C: -1.84705 0.10944 -1.48723  -0.187
C: -2.24137 -1.19576 -1.86398  -0.034
C: -1.60246 -1.95848 -0.94805  -0.153
N: -0.64822 -1.36774 -0.22461  0.096
C: -0.87836 -0.02677 -0.45141  -0.153
H: 3.77950 -0.77857 -0.67565  0.103
H: 2.50661 0.51218 -0.86469  0.078
H: 1.94782 -1.20779 -1.15522  0.118
H: 2.65535 -1.81776 1.06701  0.109
H: -0.17022 -1.30191 2.73542  0.117
H: 0.51886 0.11243 3.55851  0.076
H: 1.66405 -1.33459 3.27811  0.100
H: 0.78298 1.85914 1.75015  0.149
H: -0.11242 3.21237 0.09560  0.108
H: -1.53808 3.54725 -1.80137  0.121
H: -2.77813 1.65916 -2.86172  0.118
H: -3.21704 -1.36478 -2.27904  0.106
H: -1.88932 -3.02454 -0.74973  0.134
H: -0.15767 -1.71877 0.57520  0.118

Forces on the atoms, in the same order (eV/Å):
C 0.468 -0.896 -2.905
C -1.530 1.754 2.425
C 2.682 -1.049 1.087
C -1.334 -3.093 1.571
N -1.272 0.264 -1.874
C -0.121 2.203 -0.626
C 0.760 -0.029 -0.082
C -0.260 0.973 -0.852
C -0.033 0.399 -0.997
C 0.817 2.514 -0.031
C -0.740 0.760 1.437
C -1.326 -5.090 -0.697
N -0.850 0.980 0.015
C 1.083 1.253 0.328
H -1.748 0.140 -0.138
H -0.139 -0.154 0.266
H 1.754 1.159 -0.011
H -0.406 -0.455 0.782
H 2.163 1.153 0.187
H 0.680 -0.139 -0.629
H -1.532 0.990 -0.425
H 0.120 -0.868 -0.026
H -0.265 -0.501 0.052
H -0.439 -1.663 0.791
H 0.646 -0.765 1.263
H 0.178 -0.588 -0.579
H 0.735 1.011 -0.269
H -0.092 -0.261 -0.065

## Properties
- Lowest unoccupied orbital energy: 0.784 eV
- Frontier orbital gap: 7.9841 eV
- SMILES: C/C=C(/C)Nc1cccc2cc[nH]c12
- Energy relative to the best compared isomer or geometry (same formula, charge and spin): 2.753 eV
- E_tot: -15649.267 eV
- Largest force on an atom: 0.1032 Eh/bohr